14
Properties=species:S:1:pos:R:3:forces:R:3 method="wB97M-V/def2-TZVPD" e_homo_ev=-8.40 total_energy_ev=-8836.168 smiles="CC1=CNC(=O)C1" multiplicity=1 de_lowest_kcal_mol=0.8 lumo_energy_ev=0.8
C 0.511005 -1.834226 0.655670 0.0 -0.1 0.0
C 0.030403 -0.496106 0.198846 -0.2 0.1 0.1
C -1.075186 0.150351 0.579201 0.1 -0.2 0.0
N -1.175754 1.409717 -0.042833 0.1 0.2 0.0
C -0.023595 1.700731 -0.745837 0.0 0.1 -0.1
O 0.275271 2.775835 -1.217753 -0.1 -0.4 0.1
C 0.752297 0.382899 -0.793500 0.1 0.0 0.0
H 0.486493 -2.574602 -0.153358 0.0 0.1 0.1
H -0.106431 -2.210656 1.477653 0.1 0.0 -0.1
H 1.547141 -1.778299 1.011770 -0.2 0.0 -0.1
H -1.832812 -0.160835 1.288824 0.1 0.0 -0.1
H -1.876057 2.106816 0.152151 0.1 0.0 0.1
H 1.817056 0.534407 -0.591868 -0.2 0.0 0.0
H 0.670171 -0.006034 -1.818965 0.0 0.0 0.1

---

158
Properties=species:S:1:pos:R:3:forces:R:3 method="wB97M-V/def2-TZVPD" e_homo_ev=-0.09 total_energy_ev=-78873.934 total_charge=-2 multiplicity=1 lumo_energy_ev=2.6
C 12.033284 -14.909232 -7.291735 -0.7 1.5 0.5
C 12.032330 -13.333318 -7.500608 0.7 0.3 -0.1
C 11.717591 -13.135742 -9.068302 1.1 1.0 0.7
C 11.349128 -11.708860 -9.498410 -1.9 -0.1 1.9
C 10.201906 -11.261604 -8.519474 0.8 -0.4 -0.5
C 10.543746 -11.304342 -6.987754 -0.8 -1.4 -1.9
N 11.020468 -12.694441 -6.634131 -0.8 0.3 0.2
O 11.254694 -12.851345 -5.201356 0.3 0.3 -1.9
C 9.170826 -11.059181 -6.299378 1.0 0.7 1.0
C 11.480166 -10.110304 -6.744530 -0.4 -0.2 1.0
C 13.509584 -12.802652 -7.168586 -0.9 -0.7 -1.1
H 11.003428 -15.251388 -7.189694 -0.2 0.2 -0.1
H 12.487569 -15.147729 -6.330048 0.4 -0.1 -0.2
H 12.462023 -15.407576 -8.161182 0.4 -0.1 0.2
H 10.945994 -13.832992 -9.394795 -0.2 0.0 0.2
H 12.619909 -13.348100 -9.641733 0.3 -0.7 0.2
H 10.924731 -11.672726 -10.501743 0.2 -0.2 -0.2
H 12.129131 -10.949424 -9.444037 0.4 -0.3 0.0
H 9.334156 -11.904116 -8.668759 0.0 -0.2 -0.1
H 9.913017 -10.261114 -8.841452 -0.2 0.3 0.4
H 9.428351 -10.971016 -5.243909 -0.3 0.2 0.2
H 8.327700 -11.748649 -6.342527 0.6 -0.7 -0.5
H 8.757062 -10.118876 -6.663680 0.1 0.4 0.1
H 11.783563 -10.124431 -5.697703 0.5 -0.2 0.0
H 10.930313 -9.174081 -6.840725 -0.1 0.1 -0.3
H 12.323493 -10.107102 -7.435113 0.0 0.0 0.2
H 14.209508 -13.339329 -7.809037 0.2 -0.4 -0.1
H 13.771476 -12.993861 -6.127940 -0.3 0.3 0.0
H 13.634382 -11.764841 -7.477585 -0.2 0.2 0.4
C 3.190546 -10.501542 -0.906647 1.5 -1.0 0.0
C 3.772264 -9.068699 -1.027056 0.9 -1.0 -0.1
C 2.638748 -8.203044 -0.562417 -2.6 -1.0 -0.8
C 2.908903 -6.817802 -0.298355 1.3 1.0 1.2
C 3.938207 -6.739343 0.824608 0.2 -0.2 -1.2
C 5.249158 -7.638539 0.446302 -0.6 1.9 0.1
N 4.933950 -8.953316 -0.077378 -1.3 -0.9 -0.2
O 6.079353 -9.769154 -0.410308 -1.2 1.4 0.1
C 5.939519 -7.775625 1.769257 1.4 -0.9 1.3
C 6.159977 -6.778240 -0.492089 0.0 -0.3 -0.4
C 4.077003 -8.796561 -2.565822 0.4 -0.2 0.3
H 3.975476 -11.248299 -1.026460 0.5 0.2 -0.6
H 2.431840 -10.752096 -1.648061 -0.3 0.3 0.1
H 2.910830 -10.794250 0.105366 -0.6 0.7 0.2
H 2.024042 -8.614181 0.238334 0.6 -0.5 0.7
H 1.845302 -8.128876 -1.306072 0.0 -0.7 -0.9
H 1.986185 -6.315323 -0.008183 0.0 0.4 -0.3
H 3.338596 -6.436611 -1.224735 0.0 0.8 0.0
H 3.529799 -7.008386 1.798723 -0.2 -0.7 -0.1
H 4.045312 -5.659082 0.922960 1.4 0.2 0.2
H 5.330048 -8.239366 2.544867 -0.5 0.1 -0.1
H 6.370719 -6.860441 2.174973 -0.4 0.6 -0.1
H 6.815788 -8.423695 1.752451 0.0 -0.3 -0.7
H 7.210538 -6.844110 -0.209091 0.0 -0.1 0.1
H 5.879807 -5.724977 -0.507829 -0.1 0.2 0.2
H 6.100851 -7.142218 -1.517820 0.0 -0.1 0.0
H 4.384675 -7.771888 -2.774289 -0.3 0.3 0.2
H 3.241830 -9.052423 -3.217827 -0.5 0.2 0.2
H 4.883050 -9.385413 -3.003571 0.3 -0.3 0.7
C 9.993756 -2.439431 2.092704 0.1 0.8 -0.8
C 9.254005 -1.488849 2.980447 0.9 -0.2 1.7
O 9.188464 -1.862871 4.138679 -0.8 0.7 -0.1
C 8.839583 -0.068973 2.599015 -0.1 -0.4 -0.3
H 9.609703 -3.448660 2.241236 0.0 0.1 -0.4
H 11.015733 -2.425327 2.471477 0.1 -0.1 0.0
H 10.030758 -2.072179 1.067108 -0.1 -0.6 -0.2
H 8.799916 0.080522 1.520043 -0.2 -0.1 0.0
H 9.550381 0.662182 2.984098 0.3 -0.2 0.1
H 7.891264 0.170740 3.079995 -0.1 -0.1 -0.2
C -3.407535 -8.870812 -0.562704 -0.3 -0.2 0.1
C -3.169180 -9.672667 -1.844834 1.5 2.7 -1.0
O -3.029750 -9.002358 -2.867034 -0.5 -1.4 0.8
C -3.011780 -11.159588 -1.823768 -1.4 0.1 0.7
H -3.630845 -7.829981 -0.797011 -0.3 -0.2 -0.4
H -2.541609 -8.768528 0.091361 0.3 -0.7 -0.1
H -4.222916 -9.314811 0.008372 0.0 0.1 0.2
H -3.736071 -11.452841 -1.063833 -0.1 -0.5 0.1
H -2.053053 -11.522860 -1.453678 0.1 0.2 -0.4
H -3.369133 -11.562161 -2.771568 0.6 -0.1 0.0
C 0.190293 -12.507668 -7.064288 -0.2 0.5 -1.1
C 0.044154 -11.124626 -7.735035 1.0 -0.4 -0.9
O 0.991747 -10.713963 -8.401405 -1.8 0.0 1.0
C -1.318030 -10.396446 -7.583799 1.2 -0.2 0.7
H 0.862123 -13.118744 -7.667072 0.4 0.3 0.1
H -0.755314 -13.047016 -7.119345 -0.2 0.2 0.8
H 0.624639 -12.342903 -6.078242 -0.4 -0.3 0.2
H -1.169681 -9.316608 -7.590069 -0.1 -0.1 -0.6
H -1.750653 -10.600305 -6.604313 0.0 -0.3 0.1
H -2.015079 -10.791286 -8.322937 0.1 0.3 -0.2
C -0.172779 -4.488221 4.936275 -0.5 0.8 0.3
C -0.568704 -3.156436 5.538807 1.0 0.9 1.9
O -0.307349 -2.853743 6.706013 -0.6 -0.4 -1.8
C -1.308788 -2.152002 4.619096 0.5 -1.4 0.3
H -1.131297 -4.835065 4.550228 0.3 -0.5 -0.6
H 0.249347 -5.215931 5.629356 -0.1 0.3 0.1
H 0.559378 -4.250109 4.164693 -0.2 -0.3 -0.4
H -2.214569 -1.898401 5.169852 0.1 0.4 -0.3
H -1.546684 -2.658290 3.683590 -0.2 0.1 0.0
H -0.669792 -1.306030 4.365870 -0.2 0.1 0.4
C 2.954599 -0.321136 0.510380 -0.1 0.5 0.6
C 2.223299 -1.032941 -0.584264 -0.5 1.0 -0.6
O 1.016989 -1.124662 -0.564867 -0.1 -0.3 0.4
C 2.993247 -1.447320 -1.801863 -0.4 -0.5 0.4
H 4.017881 -0.546019 0.593875 -0.1 -0.1 0.1
H 2.422426 -0.365980 1.460578 0.2 -0.7 0.1
H 2.846936 0.745424 0.313028 0.3 0.2 -0.5
H 2.260344 -1.697980 -2.568759 0.3 0.1 -0.1
H 3.483789 -2.359865 -1.463144 0.5 -0.2 -0.4
H 3.723273 -0.705156 -2.124940 0.0 -0.1 0.1
C 8.531152 -8.550161 8.914948 0.3 0.2 0.5
C 8.534806 -7.089956 9.364941 2.5 -0.7 3.6
O 9.089700 -6.811910 10.483599 -2.3 -0.3 -4.0
C 7.954295 -6.126662 8.377061 0.8 0.8 0.6
H 9.233069 -9.176226 9.465822 0.1 0.4 0.3
H 8.810326 -8.650983 7.866145 -0.6 0.0 -0.1
H 7.548361 -8.945364 9.171919 -0.2 -0.1 -0.6
H 8.343738 -6.413266 7.400179 -0.5 0.0 -0.1
H 8.354387 -5.136851 8.596845 -0.2 0.1 0.1
H 6.867146 -6.066940 8.428436 0.0 -0.3 -0.2
C -1.253555 -17.097935 -4.993994 -0.2 -0.9 0.5
C -0.725195 -17.432213 -3.622207 0.4 -2.9 2.1
O -1.080957 -18.447640 -2.960399 0.8 3.2 -2.1
C 0.331424 -16.468227 -3.075835 -0.2 0.2 0.1
H -2.057779 -16.413158 -4.724923 0.0 0.6 -0.7
H -1.701667 -17.962409 -5.483879 -0.1 -0.1 0.3
H -0.475622 -16.725068 -5.660260 -0.2 0.5 0.3
H 1.163410 -16.968255 -2.579978 0.0 -0.4 -0.4
H -0.029853 -15.817838 -2.279227 -0.6 -0.1 0.0
H 0.696984 -15.789553 -3.846459 0.1 -0.2 0.0
C 8.219019 -2.789442 -3.914878 0.2 -0.8 0.2
C 9.567026 -3.363564 -4.263588 0.4 3.4 0.4
O 10.485285 -2.532869 -4.272852 -0.4 -2.0 -0.3
C 9.650631 -4.813738 -4.557059 2.1 0.7 0.2
H 7.677257 -3.650835 -3.524256 -0.9 0.5 -0.1
H 7.810569 -2.342979 -4.821487 -0.4 -0.3 0.0
H 8.329656 -1.993392 -3.178554 0.0 -0.2 0.0
H 9.607567 -5.351668 -3.610017 -0.9 -0.3 -0.2
H 10.712391 -4.906545 -4.785427 0.0 -0.5 -0.8
H 8.987004 -5.085467 -5.377956 0.0 -0.4 0.4
C 1.121907 -10.009074 7.175851 -0.7 -0.3 -0.4
C 2.429203 -9.378033 6.875270 1.4 -0.5 1.0
O 3.267411 -9.871838 6.171327 0.0 -0.4 -0.8
C 2.790627 -8.139948 7.631341 0.0 1.2 0.5
H 0.371207 -9.221860 7.106145 -0.3 -0.2 0.1
H 1.116247 -10.441365 8.176446 0.1 0.4 0.2
H 0.904736 -10.844071 6.509733 0.0 0.3 -0.2
H 2.053066 -7.814491 8.364946 -0.3 0.2 -0.4
H 3.010054 -7.371385 6.890219 -0.3 0.3 0.0
H 3.713137 -8.177391 8.210699 0.2 -0.7 -0.2
C 1.799765 -5.378034 -6.345832 0.3 -0.3 0.3
C 0.470664 -5.065748 -7.009745 1.3 -1.2 0.3
O -0.445603 -4.617718 -6.386495 -0.9 0.6 0.2
C 0.380735 -5.435017 -8.470445 -0.3 1.0 -0.4
H 2.142518 -6.377877 -6.612173 0.1 0.1 -0.5
H 1.787001 -5.416259 -5.256578 -0.5 0.4 0.0
H 2.557175 -4.649789 -6.635810 0.1 -0.1 -0.2
H 0.690665 -6.450032 -8.719026 -0.3 0.0 0.3
H 1.036158 -4.779199 -9.043522 0.4 0.1 0.1
H -0.616030 -5.155266 -8.811469 -0.1 -0.5 0.0